This record from OMol25 describes C51H120B5F20N6O6V as an isolated structure. The level of theory is ωB97M-V/def2-TZVPD.

Geometry as ORCA input:
```
! wB97M-V def2-TZVPD RIJCOSX def2/J DEFGRID3
* xyz 4 3
V 1.74 0.45 -1.45
C 2.48 -6.68 -1.35
O 1.40 -6.17 -0.65
C 1.70 -4.97 0.12
C 0.56 -4.59 1.12
N 0.15 -5.87 1.97
H 0.91 -6.33 2.45
H -0.40 -5.51 2.75
C -0.82 -6.88 1.24
C -0.96 -8.14 2.03
O 0.30 -8.77 2.04
C 0.06 -10.10 2.49
H 2.26 -7.69 -1.68
H 3.27 -6.88 -0.63
H 2.84 -6.04 -2.16
H 2.04 -4.12 -0.47
H 2.59 -5.30 0.67
H -0.28 -4.16 0.58
H 0.89 -3.89 1.89
H -0.56 -6.97 0.18
H -1.80 -6.42 1.13
H -1.85 -8.68 1.70
H -1.24 -7.74 3.00
H -0.60 -10.52 1.73
H -0.43 -10.14 3.46
H 0.94 -10.74 2.43
C -1.46 -10.63 -1.43
O -1.12 -9.22 -1.64
C -0.57 -8.83 -2.89
C -1.03 -7.38 -3.25
N -2.60 -7.18 -3.25
H -2.86 -7.74 -4.04
H -2.99 -7.70 -2.47
C -3.16 -5.73 -3.24
C -2.87 -5.09 -1.93
O -1.55 -4.65 -1.63
C -0.90 -3.76 -2.56
H -0.59 -11.28 -1.54
H -2.22 -10.99 -2.12
H -1.76 -10.64 -0.39
H -0.92 -9.51 -3.67
H 0.51 -8.89 -2.95
H -0.76 -7.16 -4.28
H -0.57 -6.58 -2.68
H -4.23 -5.93 -3.28
H -3.01 -5.17 -4.15
H -3.14 -5.70 -1.07
H -3.55 -4.25 -1.79
H -1.43 -2.82 -2.67
H -0.72 -4.11 -3.57
H 0.09 -3.62 -2.11
C 6.65 5.56 -1.46
O 7.27 5.44 -0.19
C 6.50 4.77 0.86
C 6.28 3.26 0.53
N 7.60 2.47 0.41
H 8.22 2.85 -0.29
H 8.14 2.57 1.25
C 7.45 1.02 -0.10
C 6.91 0.09 0.99
O 5.57 0.20 1.14
C 5.07 -0.72 2.14
H 7.21 6.27 -2.06
H 5.65 6.00 -1.49
H 6.67 4.66 -2.07
H 5.53 5.26 1.00
H 7.15 4.91 1.72
H 5.83 3.07 -0.45
H 5.76 2.68 1.29
H 8.43 0.69 -0.44
H 6.84 1.11 -1.00
H 7.52 0.15 1.89
H 7.24 -0.88 0.62
H 5.67 -0.74 3.05
H 4.89 -1.72 1.74
H 4.09 -0.38 2.48
C -8.07 -2.42 -1.49
C -6.51 -2.63 -1.64
C -5.69 -2.29 -0.40
C -5.94 -0.82 0.04
N -4.93 -0.32 1.11
C -5.01 1.21 1.20
C -3.65 1.63 1.74
C -2.62 0.75 1.12
C -3.44 -0.43 0.61
C -5.10 -1.11 2.40
C -6.20 -0.52 3.32
C -6.25 -1.42 4.58
H -8.32 -1.44 -1.09
H -8.34 -3.13 -0.71
H -8.59 -2.64 -2.43
H -6.14 -2.11 -2.52
H -6.20 -3.63 -1.94
H -4.65 -2.50 -0.66
H -5.88 -3.08 0.33
H -6.92 -0.61 0.47
H -5.87 -0.14 -0.80
H -5.85 1.46 1.84
H -5.12 1.65 0.21
H -3.57 1.30 2.78
H -3.62 2.71 1.64
H -1.80 0.52 1.80
H -2.22 1.25 0.24
H -2.91 -1.37 0.76
H -3.40 -0.41 -0.48
H -4.18 -0.89 2.95
H -5.07 -2.17 2.17
H -7.17 -0.36 2.86
H -5.80 0.44 3.65
H -6.36 -2.47 4.28
H -7.24 -1.22 5.00
H -5.46 -1.34 5.32
C -3.12 8.12 -7.84
C -2.54 8.17 -6.42
C -1.87 6.80 -6.11
C -0.98 6.94 -4.81
N -0.63 5.54 -4.13
C 0.44 5.64 -2.98
C 1.74 5.70 -3.76
C 1.60 4.95 -5.08
C 0.17 4.67 -5.20
C -1.93 4.92 -3.49
C -2.72 5.73 -2.39
C -3.83 4.91 -1.69
H -3.49 9.09 -8.17
H -3.77 7.25 -7.92
H -2.23 7.95 -8.45
H -3.48 8.35 -5.90
H -1.75 8.92 -6.32
H -1.26 6.56 -6.99
H -2.65 6.05 -5.97
H -1.37 7.54 -3.98
H -0.09 7.49 -5.12
H 0.28 4.83 -2.27
H 0.22 6.53 -2.39
H 2.53 5.22 -3.19
H 2.04 6.72 -3.97
H 2.23 4.06 -4.97
H 2.05 5.52 -5.90
H -0.04 3.62 -4.99
H -0.30 4.88 -6.16
H -1.63 3.94 -3.12
H -2.61 4.75 -4.32
H -3.15 6.59 -2.91
H -1.97 6.10 -1.69
H -3.61 3.87 -1.46
H -4.74 5.00 -2.29
H -4.08 5.45 -0.77
C -1.29 5.38 5.64
C -0.46 4.23 6.11
C 0.37 3.53 5.05
C 1.29 2.51 5.86
N 2.07 1.48 4.97
C 1.14 0.56 4.15
C 0.68 -0.55 5.17
C 1.64 -0.52 6.36
C 2.78 0.38 5.82
C 3.13 2.25 4.13
C 4.04 3.29 4.95
C 5.22 3.64 4.10
H -0.71 6.07 5.03
H -1.67 5.92 6.51
H -2.11 4.98 5.04
H -1.10 3.49 6.59
H 0.17 4.71 6.86
H 0.97 4.32 4.60
H -0.19 3.18 4.18
H 0.64 1.86 6.44
H 2.01 3.00 6.51
H 1.82 0.00 3.50
H 0.39 1.13 3.61
H 0.68 -1.57 4.79
H -0.33 -0.47 5.58
H 2.03 -1.52 6.55
H 1.16 -0.24 7.30
H 3.42 -0.22 5.18
H 3.43 0.85 6.56
H 2.55 2.76 3.35
H 3.81 1.51 3.71
H 4.24 2.90 5.95
H 3.50 4.24 5.03
H 5.93 2.87 3.81
H 5.80 4.49 4.45
H 4.85 3.97 3.13
B 1.88 -1.14 0.68
F 2.84 -2.07 0.86
F 2.34 0.08 0.48
F 1.30 -1.32 -0.51
F 0.95 -1.17 1.71
B -0.93 0.73 -2.26
F 0.19 1.35 -2.77
F -1.29 -0.40 -3.05
F -0.48 0.24 -1.07
F -1.90 1.68 -2.15
B 1.04 2.74 0.44
F 0.42 1.71 1.11
F 0.31 3.91 0.46
F 2.31 2.84 0.88
F 1.08 2.27 -0.81
B 2.91 -1.50 -3.12
F 3.44 -0.93 -4.20
F 3.35 -0.85 -2.03
F 1.62 -1.00 -3.01
F 2.94 -2.90 -3.13
B 3.68 2.10 -2.39
F 3.52 1.63 -1.11
F 3.65 3.46 -2.34
F 4.94 1.60 -2.78
F 2.67 1.42 -3.07
*
```

Results
Total energy, eV: -159470.78350

Here are the Löwdin charges for atoms 1 to 5, given in e: number 1, V, carries 1.5392; number 2, C, carries -0.1028; number 3, O, carries -0.2272; number 4, C, carries -0.1335; number 5, C, carries -0.0148

=====

This record from OMol25 describes C51H28ClI4MoN4O2 as an isolated structure. The level of theory is ωB97M-V/def2-TZVPD.

Geometry as ORCA input:
```
! wB97M-V def2-TZVPD RIJCOSX def2/J DEFGRID3
* xyz 1 1
Mo 0.23 -0.06 0.39
I -3.71 5.88 -6.46
C -2.89 4.62 -5.02
C -3.41 3.34 -4.85
C -2.86 2.50 -3.89
C -1.81 2.94 -3.09
C -1.31 4.22 -3.26
C -1.84 5.07 -4.23
C -1.25 2.02 -2.04
C -1.43 2.35 -0.70
C -2.03 3.55 -0.24
C -1.85 3.62 1.10
C -1.16 2.44 1.50
C -0.75 2.21 2.81
C -1.04 3.24 3.85
C -2.31 3.33 4.40
C -2.59 4.27 5.39
C -1.59 5.13 5.81
I -1.99 6.53 7.29
C -0.32 5.06 5.26
C -0.05 4.11 4.28
C -0.18 1.01 3.24
N -0.01 -0.09 2.42
C 0.17 -1.16 3.26
C 0.12 -2.49 2.86
C 0.11 -3.55 3.91
C 1.26 -3.89 4.61
C 1.22 -4.86 5.61
C 0.02 -5.49 5.90
I -0.06 -6.93 7.40
C -1.14 -5.16 5.21
C -1.09 -4.20 4.21
C 0.04 -2.89 1.53
C 0.21 -4.25 1.12
C 0.30 -4.26 -0.23
C 0.17 -2.91 -0.69
N -0.03 -2.07 0.40
C 0.29 -2.52 -2.01
C 0.11 -1.22 -2.45
C 0.07 -0.80 -3.81
C -0.39 0.48 -3.82
C -0.62 0.86 -2.46
N -0.22 -0.16 -1.62
C 0.56 -3.58 -3.03
C 1.87 -3.89 -3.38
C 2.13 -4.88 -4.32
C 1.08 -5.55 -4.91
I 1.46 -7.05 -6.31
C -0.24 -5.24 -4.58
C -0.49 -4.26 -3.64
C 0.25 -0.70 4.61
C 0.05 0.64 4.59
N -0.92 1.64 0.39
H -4.23 3.00 -5.46
H -3.26 1.51 -3.76
H -0.48 4.57 -2.65
H -1.44 6.06 -4.36
H -2.53 4.27 -0.88
H -2.15 4.41 1.76
H -3.09 2.65 4.07
H -3.58 4.33 5.82
H 0.46 5.73 5.59
H 0.94 4.06 3.85
H 2.20 -3.41 4.37
H 2.12 -5.13 6.14
H -2.08 -5.65 5.44
H -1.99 -3.93 3.67
H 0.29 -5.09 1.79
H 0.49 -5.10 -0.88
H 0.34 -1.42 -4.65
H -0.56 1.12 -4.67
H 2.69 -3.36 -2.90
H 3.15 -5.12 -4.58
H -1.06 -5.77 -5.05
H -1.51 -4.01 -3.38
H 0.42 -1.34 5.47
H 0.03 1.32 5.43
Cl 3.82 3.77 -4.91
C 3.54 2.63 -3.65
C 2.75 2.99 -2.57
C 2.51 2.06 -1.57
C 3.05 0.78 -1.66
C 3.85 0.44 -2.74
C 4.11 1.36 -3.74
C 2.73 -0.28 -0.67
O 2.97 -1.44 -0.83
O 2.08 0.15 0.49
H 2.33 3.98 -2.52
H 1.91 2.35 -0.72
H 4.28 -0.56 -2.79
H 4.74 1.11 -4.58
*
```

Results
Total energy, eV: -110174.88241

Here are the Löwdin charges for atoms 1 to 5, given in e: number 1, Mo, carries 1.7697; number 2, I, carries 0.9064; number 3, C, carries -0.7367; number 4, C, carries -0.1323; number 5, C, carries -0.0232

=====

Number 1 is which compound?
C51H120B5F20N6O6V